# C2H8OS2

2 unconnected molecules or ions with the total composition C2H8OS2 at a distorted geometry (ωB97M-V/def2-TZVPD, the Open Molecules 2025 dataset).

Bonds (Å) are listed after each position.
Cartesian coordinates (Å):
1 S -0.70 -0.72 2.29  S2 2.095, H3 1.291
2 S 0.90 -2.05 2.09  S1 2.095, H4 1.336
3 H -0.46 -0.46 3.53  S1 1.291
4 H 1.57 -1.28 1.23  S2 1.336
5 C 0.01 0.24 -1.57  O6 1.420, C7 1.553, H8 1.199, H9 1.107
6 O 0.08 -1.10 -1.09  C5 1.420, H10 0.948
7 C -0.12 1.33 -0.48  C5 1.553, H11 1.072, H12 1.170, H13 1.125
8 H -0.80 0.23 -2.45  C5 1.199
9 H 0.92 0.45 -2.17  C5 1.107
10 H -0.77 -1.32 -0.73  O6 0.948
11 H -0.46 0.85 0.41  C7 1.072
12 H -1.02 1.97 -0.86  C7 1.170
13 H 0.84 1.86 -0.22  C7 1.125

Properties
E_LUMO ... 0.3 eV
Structure (SMILES) ... CCO.SS
Charge ... 0
Highest occupied orbital energy ... -9.22 eV

Atomic partial charges in e from the Mulliken method, atoms 1 to 6: -0.23, -0.15, 0.17, 0.17, -0.38, -0.48